[1]
Density functional theory data (ωB97M-V/def2-TZVPD) for C18H17IMnN2O6PS as an isolated structure.

Results
Expectation value of S²: 0.7682
Molar mass, g mol⁻¹: 602.23
Relative energy (zero: lowest compared OMol25 entry of this formula, charge and spin), eV: 0.000
Frontier orbital gap (spin up / spin down), eV: 5.68 / 5.65
E_HOMO (spin up / spin down), eV: -3.7714 / -3.7411
Total energy, hartree: -3445.3773

```
! wB97M-V def2-TZVPD RIJCOSX def2/J DEFGRID3
* xyz -1 2
Mn 0.01746 -0.14878 0.22007
O -0.27472 1.61143 1.08288
N -0.98796 1.65206 2.20970
C -1.00302 2.83840 2.85557
C -1.71958 3.02569 4.00177
C -2.45295 1.94086 4.50577
C -2.42736 0.74666 3.83981
C -1.68134 0.56391 2.65333
S -1.62887 -0.89571 1.79588
H -0.39542 3.59030 2.37569
H -1.70012 3.98719 4.49227
H -3.03168 2.04355 5.41430
H -2.97570 -0.11237 4.19854
O 3.10704 -5.14333 1.76360
C 2.52256 -4.14023 1.43020
C 2.57999 -2.79830 2.14867
O 3.24344 -2.55060 3.13641
C 1.69490 -1.91605 1.38219
C 1.17134 -2.60009 0.26743
O 0.41142 -1.96902 -0.56868
C 1.63918 -3.97078 0.20441
O 1.40369 -4.82121 -0.64010
O 1.42937 -0.68254 1.56634
C 2.26202 2.32882 -1.40543
P 1.67105 0.60055 -1.23338
C 3.25812 -0.25485 -0.95286
C 1.32508 0.17039 -2.97782
H 3.17091 2.36763 -2.00965
H 2.47038 2.73762 -0.41577
H 1.49688 2.94806 -1.87251
H 4.01548 0.05369 -1.67625
H 3.10491 -1.33150 -1.03239
H 3.59805 -0.04585 0.06149
H 2.17756 0.36424 -3.63261
H 0.46669 0.74440 -3.33384
H 1.06512 -0.88869 -3.00767
I -1.54145 3.07807 -1.39310
C -2.09042 1.13054 -1.92799
C -3.00575 1.03134 -2.96767
C -3.44008 -0.22384 -3.34610
C -2.95034 -1.32310 -2.66048
C -2.03763 -1.12583 -1.64707
N -1.57725 0.08830 -1.28364
H -3.35804 1.92705 -3.45636
H -4.14707 -0.33645 -4.15800
H -3.25868 -2.33050 -2.90155
H -1.61720 -1.96110 -1.10539
*
```

[2]
Density functional theory data (ωB97M-V/def2-TZVPD) for C18H17IN4OSn as an isolated structure.

Results
Molar mass, g mol⁻¹: 550.98
Relative energy (zero: lowest compared OMol25 entry of this formula, charge and spin), eV: 0.000
Frontier orbital gap (spin up / spin down), eV: 5.93 / 5.93
E_HOMO (spin up / spin down), eV: -14.3075 / -14.3077
Total energy, hartree: -1501.8490

```
! wB97M-V def2-TZVPD RIJCOSX def2/J DEFGRID3
* xyz 2 1
Sn 0.17830 -0.30440 -1.52289
C 4.70617 -0.43329 -0.66972
C 5.01433 0.86960 -0.30977
C 3.99538 1.79930 -0.17536
C 2.68867 1.39564 -0.40022
N 2.39975 0.14107 -0.75939
C 3.37982 -0.75139 -0.89618
C 1.51297 2.29013 -0.24212
C 1.61809 3.61353 0.15076
C 0.47226 4.38075 0.28054
C -0.76174 3.80680 0.01832
C -0.79956 2.48175 -0.36389
N 0.31021 1.73778 -0.48994
H 5.47434 -1.18411 -0.78441
H 6.04113 1.16239 -0.13740
H 4.22928 2.81599 0.10207
H 3.08508 -1.74846 -1.20196
H 2.58324 4.04889 0.35916
H 0.54500 5.41602 0.58526
H -1.67964 4.36954 0.10384
H -1.73544 1.97925 -0.56024
N -1.85548 -0.35451 -0.45620
C -2.84062 -1.13727 -0.69965
C -2.83414 -2.13892 -1.76735
C -3.92430 -2.91502 -2.01024
C -5.06853 -2.74884 -1.20693
C -5.14337 -1.81760 -0.16019
C -4.06372 -1.02428 0.09127
H -1.93652 -2.22850 -2.36738
H -3.92964 -3.64479 -2.80758
H -5.93513 -3.36748 -1.41130
H -6.05198 -1.73563 0.41940
H -4.06950 -0.27858 0.87616
N 0.77834 -2.94914 2.01066
C 0.44002 -1.80474 1.44455
O 0.43236 -1.69465 0.19694
C 0.04701 -0.65720 2.32612
I 1.82537 0.30928 3.01675
H 1.07907 -3.72271 1.43761
H 0.82079 -3.04921 3.01226
H -0.48863 -0.98176 3.21335
H -0.53903 0.05477 1.75529
*
```

[3]
Density functional theory data (ωB97M-V/def2-TZVPD) for C18H17IrN4SSe as an isolated structure in a non-equilibrium geometry.

Results
Expectation value of S²: 6.0673
Molar mass, g mol⁻¹: 592.61
Relative energy (zero: lowest compared OMol25 entry of this formula, charge and spin), eV: 4.102
Frontier orbital gap (spin up / spin down), eV: 5.24 / 6.16
E_HOMO (spin up / spin down), eV: -13.7509 / -15.1606
Total energy, hartree: -3818.1799

```
! wB97M-V def2-TZVPD RIJCOSX def2/J DEFGRID3
* xyz 2 5
Ir -14.26172 1.66309 4.83370
C -17.37222 1.84237 7.06825
C -18.21189 2.57855 6.22088
C -18.04665 2.43235 4.86137
C -17.14741 1.50093 4.31092
N -16.12740 1.19159 5.14009
C -16.25729 1.23138 6.55360
C -15.91266 0.21253 2.31509
C -15.84076 -1.10520 1.78602
C -14.67788 -1.62582 1.14812
C -13.48665 -0.87491 1.06423
C -13.49045 0.39434 1.66635
C -14.67128 0.89161 2.38135
H -17.57366 1.67355 8.16260
H -19.07213 3.09150 6.73896
H -18.62821 3.00237 4.13062
H -15.51866 0.58401 7.12566
H -16.67966 -1.83352 1.88186
H -14.73843 -2.56557 0.68711
H -12.54919 -1.42043 0.84152
H -12.58801 0.99947 1.71130
Se -19.14281 -0.30101 1.43537
N -18.45897 1.28078 0.76822
C -17.74306 1.88602 1.70613
C -17.06985 3.13269 1.50688
C -16.14696 3.82291 2.26465
C -14.91711 3.31580 2.75010
N -14.50241 2.10787 3.06028
C -17.29025 0.83019 2.91521
N -18.24275 -0.20385 2.93447
H -17.33615 3.66813 0.59442
H -16.23384 4.86085 2.13801
H -14.17430 4.09295 2.96466
C -11.58381 3.20429 5.75083
S -12.73722 1.96027 6.35812
C -11.69409 0.35951 6.40627
H -12.17240 4.18807 5.90040
H -11.43569 3.07533 4.69273
H -10.67010 3.15448 6.36886
H -11.36496 0.07435 5.42096
H -12.38665 -0.36809 6.95384
H -10.86672 0.64205 7.11539
*
```

[4]
Density functional theory data (ωB97M-V/def2-TZVPD) for one molecule with the formula C18H17N3O2S in a non-equilibrium geometry.

Results
Molar mass, g mol⁻¹: 339.42
Relative energy (zero: lowest compared OMol25 entry of this formula, charge and spin), eV: 3.478
Frontier orbital gap, eV: 7.58
E_HOMO, eV: -6.9775
Total energy, hartree: -1409.0103
SMILES: Cc1cc(=O)n(CCOc2ccc3c(c2)Nc2ccccc2S3)[nH]1

```
! wB97M-V def2-TZVPD RIJCOSX def2/J DEFGRID3
* xyz 0 1
O 1.56800 -1.82309 -3.80368
O -0.12076 1.92134 -2.22042
S -3.58794 -1.06353 1.59329
C 2.59224 -1.52277 -3.21792
C 3.75435 -2.39984 -3.12341
C 4.65030 -1.81805 -2.25054
C -4.33711 0.13415 5.36386
C -3.73185 1.42565 5.45881
C -1.65825 0.09802 -1.77889
C -4.27964 -0.60817 4.14257
C -2.44791 -0.58741 -0.85958
C -3.05093 1.92188 4.30818
C -1.18553 1.73050 -0.08958
C -0.97551 1.23530 -1.39065
C -3.59698 -0.09343 3.04290
C -2.67751 -0.08246 0.44022
C -2.92552 1.13488 3.16903
C -2.02272 1.10580 0.82699
N -2.17749 1.70061 2.11789
N 4.07494 -0.67368 -1.72234
N 2.85469 -0.40536 -2.46109
C 6.05852 -2.31426 -1.98954
C 0.87272 1.16351 -2.90723
C 1.84688 0.51516 -1.88197
H 3.80478 -3.29295 -3.71822
H -4.90890 -0.31968 6.16402
H -3.76540 1.98746 6.39975
H -1.56830 -0.40838 -2.74277
H -4.77313 -1.54989 4.09910
H -2.93818 -1.54975 -1.10586
H -2.55215 2.88836 4.35392
H -0.62243 2.66044 0.16525
H -1.67905 2.56460 2.33040
H 4.68816 0.11078 -1.50237
H 6.77938 -1.47350 -2.13686
H 6.30833 -3.16911 -2.65243
H 6.15208 -2.62285 -0.92183
H 0.41012 0.33688 -3.46497
H 1.44478 1.79211 -3.58347
H 2.41073 1.31658 -1.36041
H 1.31216 0.03413 -1.09013
*
```

Please write out number 2 again, unchanged.
Density functional theory data (ωB97M-V/def2-TZVPD) for C18H17IN4OSn as an isolated structure.

Results
Molar mass, g mol⁻¹: 550.98
Relative energy (zero: lowest compared OMol25 entry of this formula, charge and spin), eV: 0.000
Frontier orbital gap (spin up / spin down), eV: 5.93 / 5.93
E_HOMO (spin up / spin down), eV: -14.3075 / -14.3077
Total energy, hartree: -1501.8490

```
! wB97M-V def2-TZVPD RIJCOSX def2/J DEFGRID3
* xyz 2 1
Sn 0.17830 -0.30440 -1.52289
C 4.70617 -0.43329 -0.66972
C 5.01433 0.86960 -0.30977
C 3.99538 1.79930 -0.17536
C 2.68867 1.39564 -0.40022
N 2.39975 0.14107 -0.75939
C 3.37982 -0.75139 -0.89618
C 1.51297 2.29013 -0.24212
C 1.61809 3.61353 0.15076
C 0.47226 4.38075 0.28054
C -0.76174 3.80680 0.01832
C -0.79956 2.48175 -0.36389
N 0.31021 1.73778 -0.48994
H 5.47434 -1.18411 -0.78441
H 6.04113 1.16239 -0.13740
H 4.22928 2.81599 0.10207
H 3.08508 -1.74846 -1.20196
H 2.58324 4.04889 0.35916
H 0.54500 5.41602 0.58526
H -1.67964 4.36954 0.10384
H -1.73544 1.97925 -0.56024
N -1.85548 -0.35451 -0.45620
C -2.84062 -1.13727 -0.69965
C -2.83414 -2.13892 -1.76735
C -3.92430 -2.91502 -2.01024
C -5.06853 -2.74884 -1.20693
C -5.14337 -1.81760 -0.16019
C -4.06372 -1.02428 0.09127
H -1.93652 -2.22850 -2.36738
H -3.92964 -3.64479 -2.80758
H -5.93513 -3.36748 -1.41130
H -6.05198 -1.73563 0.41940
H -4.06950 -0.27858 0.87616
N 0.77834 -2.94914 2.01066
C 0.44002 -1.80474 1.44455
O 0.43236 -1.69465 0.19694
C 0.04701 -0.65720 2.32612
I 1.82537 0.30928 3.01675
H 1.07907 -3.72271 1.43761
H 0.82079 -3.04921 3.01226
H -0.48863 -0.98176 3.21335
H -0.53903 0.05477 1.75529
*
```

Q: What is the formula in the second record?
A: C18H17IN4OSn

Q: Which formula does entry 3 have?
A: C18H17IrN4SSe

Q: Which of these has the lowest molar mass?
A: C18H17N3O2S